# 1
Computed, not measured: a single C6H12O molecule, with the ωB97M-V functional and the def2-TZVPD basis.

CARTESIAN COORDINATES (ANGSTROEM)
C -2.843 0.094 -0.363
C -1.552 0.480 0.353
C -0.454 -0.573 0.183
C 0.694 -0.485 1.106
C 1.953 -0.903 0.459
C 2.432 0.494 -0.054
O 1.831 0.867 -1.275
H -2.670 -0.060 -1.435
H -3.246 -0.841 0.044
H -3.611 0.866 -0.255
H -1.725 0.640 1.423
H -1.189 1.440 -0.043
H -0.222 -0.747 -0.883
H -0.834 -1.544 0.572
H 2.254 1.243 0.728
H 1.895 -1.572 -0.415
H 2.707 -1.270 1.165
H 3.510 0.441 -0.222
H 1.071 1.430 -1.088

Results
- DFT total energy: -310.9124 Ha
- Maximum force: 0.4 eV/A
- LUMO level: 0.36 eV
- Orbital gap: 8.608 eV

***

# 2
Computed, not measured: a molecular structure, C21H35AsN4O2S2V at a distorted geometry, with the ωB97M-V functional and the def2-TZVPD basis.

CARTESIAN COORDINATES (ANGSTROEM)
V -0.348 0.100 -0.052
C 0.526 -3.947 1.488
C 0.777 -2.477 1.139
O -0.118 -2.006 0.317
C 1.770 -1.843 1.805
C 2.012 -0.448 1.791
C 3.195 0.028 2.551
N 1.351 0.394 1.047
N 1.892 1.717 0.953
C 1.046 2.526 0.360
O -0.107 2.123 -0.074
C 1.437 3.927 -0.006
C 2.400 4.656 0.633
C 2.658 5.973 0.346
C 1.921 6.644 -0.630
C 0.927 5.904 -1.255
C 0.608 4.619 -0.907
H 0.637 -4.695 0.688
H 1.179 -4.266 2.288
H -0.502 -4.073 1.788
H 2.420 -2.360 2.496
H 3.514 -0.765 3.259
H 4.046 0.243 1.905
H 2.972 0.977 3.029
H 2.991 4.131 1.396
H 3.460 6.487 0.794
H 2.110 7.613 -0.928
H 0.245 6.405 -1.940
H -0.252 4.084 -1.274
C -2.308 -0.336 2.373
C -3.399 -1.239 1.809
N -2.885 -2.023 0.750
C -3.565 -2.209 -0.488
C -3.943 -0.939 -1.255
S -2.533 0.233 -1.366
C -3.086 1.703 -0.451
C -2.708 1.691 1.053
N -1.726 0.648 1.495
H -2.766 0.172 3.237
H -1.526 -0.946 2.791
H -3.808 -1.915 2.581
H -4.279 -0.674 1.416
H -1.900 -2.223 0.837
H -2.925 -2.827 -1.116
H -4.444 -2.819 -0.324
H -4.320 -1.168 -2.261
H -4.674 -0.379 -0.719
H -2.504 2.485 -0.971
H -4.162 2.025 -0.675
H -2.240 2.646 1.339
H -3.662 1.669 1.634
H -0.976 1.182 1.904
C 3.099 -2.060 -1.436
As 1.549 -2.002 -2.542
C 2.114 -2.554 -4.294
C 0.520 -3.674 -2.111
S 0.628 -0.177 -2.600
H 3.965 -1.786 -1.986
H 3.213 -3.041 -0.898
H 2.957 -1.299 -0.709
H 2.463 -3.631 -4.264
H 2.907 -1.911 -4.752
H 1.188 -2.541 -4.897
H 1.128 -4.434 -1.636
H 0.090 -3.949 -3.090
H -0.251 -3.367 -1.384

Results
- 2S+1: 4
- DFT total energy: -5166.8776 Ha
- Maximum force: 3.1 eV/A
- Expectation value of S²: 3.763
- LUMO level (alpha / beta): 0.53 / 0.53 eV
- Orbital gap (alpha / beta): 6.894 / 7.672 eV

***

# 3
Computed, not measured: 2 unconnected molecules or ions with the total composition C3H4BrNO2 at a distorted geometry, with the ωB97M-V functional and the def2-TZVPD basis.

CARTESIAN COORDINATES (ANGSTROEM)
C 0.539 1.066 -2.352
C 0.903 0.304 -1.407
C -0.422 0.259 0.300
N 0.306 -0.038 2.595
O -1.457 0.896 0.224
O 0.378 -0.376 1.141
Br 2.471 -0.649 -1.009
H 1.305 1.177 -3.049
H -0.404 1.634 -2.301
H 1.058 0.775 2.676
H 0.707 -0.901 3.096

Results
- DFT total energy: -2895.7779 Ha
- Maximum force: 6.8 eV/A
- LUMO level: 0.31 eV
- Orbital gap: 9.328 eV

***

# 4
Computed, not measured: a single C4H14N3 molecule at a distorted geometry, with the ωB97M-V functional and the def2-TZVPD basis.

CARTESIAN COORDINATES (ANGSTROEM)
N -0.653 -0.569 -1.120
C -0.359 0.705 -0.166
C 0.880 0.358 0.558
C 2.253 -0.132 -0.164
N 2.105 -1.547 -0.438
C -1.452 0.976 0.933
N -2.760 0.462 0.435
H -0.870 -0.232 -2.032
H 0.206 -1.080 -1.021
H -1.391 -1.254 -0.708
H -0.261 1.659 -0.790
H 0.659 -0.514 1.217
H 0.926 0.990 1.415
H 3.112 0.257 0.352
H 2.485 0.399 -1.122
H 2.418 -2.012 0.385
H 2.893 -1.929 -1.101
H -1.176 0.724 1.996
H -1.299 1.969 1.200
H -3.295 1.141 -0.019
H -3.181 0.015 1.133

Results
- 2S+1: 2
- DFT total energy: -324.8602 Ha
- Maximum force: 4.9 eV/A
- Expectation value of S²: 0.751
- LUMO level (alpha / beta): 0.87 / 0.63 eV
- Orbital gap (alpha / beta): 3.474 / 10.378 eV

***

# 5
Computed, not measured: a molecular structure, C39H33FFeN2O4P, with the ωB97M-V functional and the def2-TZVPD basis.

CARTESIAN COORDINATES (ANGSTROEM)
Fe 1.217 1.824 -0.220
C 3.447 1.545 0.634
C 2.774 2.142 1.712
C 2.103 3.341 1.518
C 2.172 3.996 0.272
C 2.935 3.463 -0.761
C 3.551 2.217 -0.592
H 3.916 0.580 0.755
H 2.695 1.618 2.654
H 1.506 3.765 2.314
H 1.613 4.906 0.110
H 2.996 3.979 -1.707
H 4.101 1.770 -1.409
O 0.896 4.386 -2.296
N 0.777 3.046 -2.607
C -0.187 2.736 -3.358
C -0.430 1.381 -3.841
C -1.225 1.297 -4.984
C -1.452 0.090 -5.620
C -0.883 -1.070 -5.112
C -0.124 -1.007 -3.955
C 0.107 0.207 -3.299
P 1.074 0.030 -1.770
C 2.755 -0.365 -2.279
C 3.209 0.137 -3.500
C 4.532 -0.047 -3.876
C 5.404 -0.735 -3.044
C 4.955 -1.241 -1.829
C 3.638 -1.050 -1.442
C 0.270 -1.392 -0.992
C 0.921 -2.549 -0.580
C 0.194 -3.594 -0.023
C -1.182 -3.492 0.117
C -1.841 -2.347 -0.321
C -1.120 -1.305 -0.877
H 0.052 4.830 -2.471
H -0.856 3.506 -3.747
H -1.658 2.204 -5.387
H -2.064 0.056 -6.511
H -1.041 -2.022 -5.600
H 0.286 -1.924 -3.551
H 2.534 0.668 -4.159
H 4.879 0.342 -4.824
H 6.433 -0.883 -3.342
H 5.632 -1.786 -1.184
H 3.308 -1.430 -0.483
H 1.986 -2.670 -0.715
H 0.707 -4.495 0.286
H -1.745 -4.315 0.536
H -2.920 -2.279 -0.256
H -1.647 -0.434 -1.249
C -4.224 0.685 4.631
C -4.236 -0.231 3.417
C -4.512 -1.690 3.742
C -3.409 -2.268 4.617
C -2.052 -2.002 4.016
C -0.976 -2.799 4.327
C 0.273 -2.568 3.752
F 1.281 -3.379 4.079
C 0.487 -1.558 2.862
C -0.593 -0.728 2.524
C -0.416 0.322 1.553
O 0.762 0.456 1.026
C -1.535 1.068 1.188
C -2.746 0.802 1.800
N -2.918 -0.134 2.716
C -1.857 -0.948 3.098
C -1.556 2.133 0.146
O -2.613 2.516 -0.299
O -0.404 2.674 -0.197
H -5.172 0.603 5.162
H -4.094 1.726 4.332
H -3.421 0.426 5.322
H -4.969 0.123 2.694
H -4.589 -2.258 2.812
H -5.478 -1.759 4.240
H -3.543 -3.342 4.739
H -3.452 -1.839 5.621
H -1.084 -3.629 5.015
H 1.458 -1.412 2.413
H -3.616 1.383 1.517

Results
- 2S+1: 2
- DFT total energy: -3620.8574 Ha
- Maximum force: 0.6 eV/A
- Expectation value of S²: 0.854
- LUMO level (alpha / beta): -7.25 / -6.18 eV
- Orbital gap (alpha / beta): 6.563 / 7.630 eV
- Total charge: +2

***

# 6
Computed, not measured: 8 unconnected molecules or ions with the total composition C20H44BF16N4O8P at a distorted geometry, with the ωB97M-V functional and the def2-TZVPD basis.

CARTESIAN COORDINATES (ANGSTROEM)
C 1.448 -5.972 -2.292
C 1.845 -5.514 -0.929
O 2.728 -4.594 -0.748
N 0.889 -5.868 0.234
H 0.304 -6.678 0.083
H 1.413 -6.208 1.028
C 0.068 -4.559 0.529
H 0.359 -5.986 -2.346
H 1.842 -6.975 -2.451
H 1.943 -5.404 -3.080
H -0.760 -4.868 1.168
H -0.380 -4.221 -0.405
H 0.749 -3.788 0.889
C -0.239 4.391 1.964
C -0.793 4.346 0.584
O -1.363 5.268 -0.066
N -0.483 2.997 -0.147
H 0.261 2.405 0.194
H -1.164 2.274 0.034
C -0.495 3.217 -1.687
H 0.509 3.641 2.222
H -1.097 4.326 2.634
H 0.348 5.306 2.042
H -1.383 3.701 -2.092
H -0.303 2.237 -2.124
H 0.307 3.860 -2.050
C 2.593 0.935 -6.086
C 1.685 0.523 -4.874
O 1.367 1.286 -3.964
N 1.182 -0.986 -4.967
H 0.731 -1.181 -5.849
H 2.024 -1.536 -4.872
C 0.158 -1.435 -3.827
H 3.409 0.216 -6.013
H 3.090 1.905 -6.103
H 2.082 0.685 -7.015
H 0.731 -1.463 -2.900
H -0.451 -2.283 -4.140
H -0.628 -0.689 -3.939
C -0.497 -1.024 5.526
C -0.056 -0.325 4.265
O -0.470 0.832 4.004
N 0.969 -0.979 3.429
H 0.999 -1.932 3.760
H 0.555 -1.007 2.508
C 2.347 -0.285 3.346
H -1.518 -0.649 5.599
H -0.035 -0.724 6.467
H -0.625 -2.102 5.436
H 2.426 0.449 2.545
H 3.033 -1.110 3.156
H 2.611 0.226 4.272
C -5.651 0.744 5.467
O -5.041 1.452 4.347
O -5.884 1.642 6.433
C -7.004 -0.033 5.035
F -7.716 -0.435 6.183
F -7.804 0.624 4.170
F -6.689 -1.200 4.549
C -4.069 0.735 3.671
C -3.860 1.626 2.397
H -3.156 1.204 1.679
H -4.824 1.792 1.918
H -3.520 2.600 2.748
H -4.509 -0.188 3.295
H -3.162 0.712 4.275
H -4.911 0.096 5.936
C 6.220 1.537 -2.248
O 5.629 0.427 -1.553
O 7.580 1.247 -2.128
C 5.652 1.886 -3.763
F 6.375 2.719 -4.515
F 5.478 0.885 -4.651
F 4.418 2.448 -3.711
C 4.228 0.374 -1.462
C 3.865 -1.005 -1.098
H 2.783 -1.123 -1.137
H 4.341 -1.800 -1.672
H 4.111 -1.391 -0.109
H 3.623 0.517 -2.357
H 3.771 1.153 -0.852
H 5.899 2.362 -1.612
P -4.284 2.127 -2.004
F -5.317 2.128 -3.253
F -3.204 1.234 -2.815
F -3.774 3.498 -2.695
F -3.256 2.430 -0.808
F -5.425 2.890 -1.094
F -4.761 0.659 -1.424
B -0.088 -0.254 0.381
F 0.659 -0.827 -0.691
F -0.529 -1.193 1.260
F 0.696 0.604 1.086
F -1.150 0.417 -0.131

Results
- DFT total energy: -3573.3654 Ha
- Maximum force: 7.0 eV/A
- LUMO level: -3.74 eV
- Orbital gap: 1.160 eV

***

Question: maximum force of number 4 (C4H14N3)?
Answer: 4.9 eV/A